<A>
Computed, not measured: a single C2H7N3O molecule, with ωB97M-V/def2-TZVPD.

Results
HOMO energy: -9.11 eV
Kohn-Sham gap: 9.7 eV
E_LUMO: 0.60 eV

Bonds (Å) are listed after each position.
Positions of all 13 atoms, in Å:
1 C -0.35 0.54 -0.21  C2 1.528, N11 1.313, N12 1.348
2 C -0.91 -0.87 -0.06  C1 1.528, H7 1.315, H8 1.189, O13 1.342
3 H 2.00 -0.54 0.92  N10 0.977
4 H 2.27 -1.05 -0.64  N10 1.039
5 H 1.69 1.38 -0.29  N11 1.081
6 H -0.53 2.51 -0.16  N12 1.118
7 H -0.71 -1.13 1.21  C2 1.315
8 H -0.34 -1.74 -0.65  C2 1.189
9 H -2.26 0.17 0.23  O13 1.035
10 N 1.58 -0.70 0.05  H3 0.977, H4 1.039, N11 1.472
11 N 0.95 0.59 -0.29  C1 1.313, H5 1.081, N10 1.472
12 N -1.13 1.60 0.11  C1 1.348, H6 1.118
13 O -2.24 -0.77 -0.20  C2 1.342, H9 1.035


<B>
Computed, not measured: a single C2H7N3O molecule, with ωB97M-V/def2-TZVPD.

Results
HOMO energy: -8.15 eV
Kohn-Sham gap: 8.7 eV
E_LUMO: 0.51 eV

Bonds (Å) are listed after each position.
Positions of all 13 atoms, in Å:
1 C -1.83 -0.31 -0.23  H3 1.040, H4 1.076, H5 1.140, N10 1.509
2 C 0.46 -0.85 0.15  H7 1.084, N10 1.359, N11 1.317
3 H -1.92 -1.17 -0.81  C1 1.040
4 H -2.00 -0.42 0.83  C1 1.076
5 H -2.56 0.53 -0.46  C1 1.140
6 H -0.40 1.20 1.10  O13 1.041
7 H 0.11 -1.85 0.41  C2 1.084
8 H 2.98 0.73 0.24  N12 1.029
9 H 1.57 1.14 -0.66  N12 1.070
10 N -0.38 0.07 -0.39  C1 1.509, C2 1.359, O13 1.476
11 N 1.77 -0.84 0.08  C2 1.317, N12 1.382
12 N 2.26 0.36 -0.40  H8 1.029, H9 1.070, N11 1.382
13 O -0.07 1.41 0.14  H6 1.041, N10 1.476


According to the calculations, the structures order from most to least stable as <A>, <B>.